The following is a DFT calculation (ωB97M-V with the def2-TZVPD basis set) of 2 unconnected molecules or ions with the total composition C2Br2N2O2.

XYZ file:
```
8
C2Br2N2O2 | the Open Molecules 2025 dataset | ωB97M-V with the def2-TZVPD basis set
C -0.934 0.629 0.238
C 0.141 -0.036 0.777
N -1.906 1.244 0.286
N 0.931 -0.782 1.249
O 1.842 -1.345 1.703
O -2.889 1.902 0.076
Br 2.119 0.067 -2.380
Br 0.696 -1.679 -1.951
```

Summary:
energy above the lowest of the compared OMol25 structures with the same formula, charge and spin = 176.6 kJ/mol
highest occupied orbital energy = -0.35507 Eh
orbital gap = 7.823 eV
SMILES = O=NC#CN=O.BrBr

***

The following is a DFT calculation (ωB97M-V with the def2-TZVPD basis set) of C2BrClFNO3 in the gas phase.

XYZ file:
```
9
C2BrClFNO3 | the Open Molecules 2025 dataset | ωB97M-V with the def2-TZVPD basis set
C 0.479 -0.689 -0.230
C -0.991 -0.403 0.362
N 1.426 0.731 -0.283
O 0.844 -1.679 -0.701
O -1.254 -0.898 1.402
O -1.521 0.285 -0.544
F 0.977 1.590 0.652
Cl -3.184 0.845 -0.519
Br 3.222 0.217 -0.139
```

Summary:
energy above the lowest of the compared OMol25 structures with the same formula, charge and spin = 18.7 kJ/mol
highest occupied orbital energy = -0.35981 Eh
orbital gap = 7.873 eV
SMILES = O=C(OCl)C(=O)N(F)Br

***

The following is a DFT calculation (ωB97M-V with the def2-TZVPD basis set) of a molecular structure, C2Cl2N2.

XYZ file:
```
6
C2Cl2N2 | the Open Molecules 2025 dataset | ωB97M-V with the def2-TZVPD basis set
C -1.374 0.188 0.001
C 0.002 0.168 -0.138
N -2.506 0.130 0.180
N 0.935 0.942 -0.064
Cl 0.384 -2.063 -0.002
Cl 2.560 0.635 0.023
```

Summary:
energy above the lowest of the compared OMol25 structures with the same formula, charge and spin = 197.8 kJ/mol
highest occupied orbital energy = -0.40599 Eh
orbital gap = 9.091 eV

***

The following is a DFT calculation (ωB97M-V with the def2-TZVPD basis set) of a molecular structure, C2Cl2N2P.

XYZ file:
```
7
C2Cl2N2P | the Open Molecules 2025 dataset | ωB97M-V with the def2-TZVPD basis set
C 0.865 0.056 0.934
C 0.568 -1.430 -1.033
N 1.520 0.971 1.132
N 1.191 -1.571 -1.983
P -0.242 -1.295 0.542
Cl -1.915 2.634 0.243
Cl -1.987 0.635 0.164
```

Summary:
energy above the lowest of the compared OMol25 structures with the same formula, charge and spin = 0.0 kJ/mol
highest occupied orbital energy = -0.60734 Eh
total charge = +1
orbital gap = 7.148 eV

***

The following is a DFT calculation (ωB97M-V with the def2-TZVPD basis set) of C2ClF2N in the gas phase.

XYZ file:
```
6
C2ClF2N | the Open Molecules 2025 dataset | ωB97M-V with the def2-TZVPD basis set
C 0.103 -0.398 0.147
C -0.418 0.918 -0.285
N -0.855 1.927 -0.621
F -0.667 -1.372 -0.331
F 0.074 -0.459 1.490
Cl 1.763 -0.616 -0.400
```

Summary:
energy above the lowest of the compared OMol25 structures with the same formula, charge and spin = 0.0 kJ/mol
highest occupied orbital energy = -0.46128 Eh
orbital gap = 13.126 eV
SMILES = N#CC(F)(F)Cl

***

The following is a DFT calculation (ωB97M-V with the def2-TZVPD basis set) of 2 unconnected molecules or ions with the total composition C2ClF3.

XYZ file:
```
6
C2ClF3 | the Open Molecules 2025 dataset | ωB97M-V with the def2-TZVPD basis set
C -1.837 -0.309 -0.086
C 1.280 0.157 -0.221
F -1.983 0.971 -0.007
F -1.688 -0.681 1.160
F 2.272 0.879 0.359
Cl 1.956 -1.017 -1.205
```

Summary:
energy above the lowest of the compared OMol25 structures with the same formula, charge and spin = 354.8 kJ/mol
highest occupied orbital energy = -0.38432 Eh
orbital gap = 9.607 eV

***

The following is a DFT calculation (ωB97M-V with the def2-TZVPD basis set) of C2ClF3 in the gas phase.

XYZ file:
```
6
C2ClF3 | the Open Molecules 2025 dataset | ωB97M-V with the def2-TZVPD basis set
C 0.332 0.667 0.101
C -0.168 -0.637 -0.196
F -0.564 1.694 0.160
F 1.554 0.954 0.461
F 0.665 -1.646 0.035
Cl -1.820 -1.032 -0.562
```

Summary:
energy above the lowest of the compared OMol25 structures with the same formula, charge and spin = 47.4 kJ/mol
highest occupied orbital energy = -0.34825 Eh
orbital gap = 10.232 eV
SMILES = FC(F)=C(F)Cl

***

The following is a DFT calculation (ωB97M-V with the def2-TZVPD basis set) of 2 unconnected molecules or ions with the total composition C2ClF5N2.

XYZ file:
```
10
C2ClF5N2 | the Open Molecules 2025 dataset | ωB97M-V with the def2-TZVPD basis set
C 0.449 -0.424 -0.013
C 1.663 0.388 0.246
N 0.369 -1.637 -0.144
N -2.403 0.306 -0.652
F 2.599 0.193 -0.690
F 1.401 1.693 0.274
F 2.211 0.078 1.432
F -0.827 -2.260 -0.380
F -2.182 1.649 -0.777
Cl -3.279 0.014 0.704
```

Summary:
highest occupied orbital energy (spin up / spin down) = -0.38658 / -0.38405 Eh
orbital gap (spin up / spin down) = 8.263 / 9.111 eV

***

The following is a DFT calculation (ωB97M-V with the def2-TZVPD basis set) of C2ClFN2O in the gas phase.

XYZ file:
```
7
C2ClFN2O | the Open Molecules 2025 dataset | ωB97M-V with the def2-TZVPD basis set
C -0.140 -0.037 0.781
C 0.435 -0.433 -0.490
N -0.765 1.080 0.630
N -0.057 0.415 -1.378
O -0.729 1.335 -0.689
F -0.076 -0.553 2.028
Cl 1.333 -1.808 -0.883
```

Summary:
energy above the lowest of the compared OMol25 structures with the same formula, charge and spin = 158.9 kJ/mol
highest occupied orbital energy = -0.40911 Eh
orbital gap = 11.353 eV
SMILES = Fc1nonc1Cl

***

The following is a DFT calculation (ωB97M-V with the def2-TZVPD basis set) of a molecular structure, C2ClI3O.

XYZ file:
```
7
C2ClI3O | the Open Molecules 2025 dataset | ωB97M-V with the def2-TZVPD basis set
C 0.293 0.210 0.017
C -0.829 -0.624 -0.242
O 1.446 0.244 -0.029
Cl -0.557 2.314 0.922
I -1.012 -1.544 1.721
I -2.636 0.299 -0.876
I -0.157 -2.100 -1.728
```

Summary:
energy above the lowest of the compared OMol25 structures with the same formula, charge and spin = 129.3 kJ/mol
highest occupied orbital energy = -0.34886 Eh
orbital gap = 7.552 eV

***

The following is a DFT calculation (ωB97M-V with the def2-TZVPD basis set) of 2 unconnected molecules or ions with the total composition C2ClN2O2.

XYZ file:
```
7
C2ClN2O2 | the Open Molecules 2025 dataset | ωB97M-V with the def2-TZVPD basis set
C -1.492 1.068 0.194
C 0.655 -0.346 -0.218
N 1.473 -0.686 0.937
N 0.727 -1.570 0.525
O -1.323 2.045 -0.412
O -1.866 0.151 0.778
Cl 1.825 -0.662 -1.804
```

Summary:
energy above the lowest of the compared OMol25 structures with the same formula, charge and spin = 38.6 kJ/mol
highest occupied orbital energy = -0.13607 Eh
total charge = -1
orbital gap = 7.382 eV

***

The following is a DFT calculation (ωB97M-V with the def2-TZVPD basis set) of 2 unconnected molecules or ions with the total composition C2ClN4O2.

XYZ file:
```
9
C2ClN4O2 | the Open Molecules 2025 dataset | ωB97M-V with the def2-TZVPD basis set
C 2.641 -0.004 -0.023
C -1.392 -1.021 0.018
N 3.461 0.783 -0.309
N -1.370 2.427 0.318
N -1.047 1.392 -0.016
N -0.789 0.352 -0.492
O -1.779 -1.616 -0.954
O -1.270 -1.197 1.188
Cl 1.545 -1.116 0.271
```

Summary:
2S+1 = 3
highest occupied orbital energy (spin up / spin down) = -0.03097 / -0.19656 Eh
total charge = -1
orbital gap (spin up / spin down) = 4.280 / 7.306 eV
⟨S²⟩ = 2.02

***

The following is a DFT calculation (ωB97M-V with the def2-TZVPD basis set) of C2ClNO2S in the gas phase.

XYZ file:
```
7
C2ClNO2S | the Open Molecules 2025 dataset | ωB97M-V with the def2-TZVPD basis set
C 0.049 -1.429 -0.575
C -0.189 -0.514 0.427
N 0.262 -2.154 -1.442
O -0.206 2.132 0.997
O 1.564 1.273 -0.586
S 0.266 1.230 -0.025
Cl -1.747 -0.539 1.204
```

Summary:
energy above the lowest of the compared OMol25 structures with the same formula, charge and spin = 151.0 kJ/mol
highest occupied orbital energy (spin up / spin down) = -0.38445 / -0.37727 Eh
orbital gap (spin up / spin down) = 7.652 / 7.220 eV
SMILES = N#CC(Cl)=S(=O)=O

***

The following is a DFT calculation (ωB97M-V with the def2-TZVPD basis set) of a molecular structure, C2CsF3NO3S2.

XYZ file:
```
12
C2CsF3NO3S2 | the Open Molecules 2025 dataset | ωB97M-V with the def2-TZVPD basis set
N -3.023 0.317 -0.307
S -2.803 -1.407 0.094
S -1.825 1.180 -0.833
C -1.206 0.358 -2.501
F -0.406 -0.717 -2.334
F -2.228 -0.025 -3.271
F -0.490 1.252 -3.204
O 3.797 2.863 2.346
C 3.270 1.843 2.195
O 2.914 0.735 2.105
O -0.457 0.962 -0.111
Cs 0.498 -1.836 0.890
```

Summary:
energy above the lowest of the compared OMol25 structures with the same formula, charge and spin = 0.4 kJ/mol
highest occupied orbital energy = -0.07024 Eh
total charge = -1
orbital gap = 3.408 eV

***

The following is a DFT calculation (ωB97M-V with the def2-TZVPD basis set) of a molecular structure, C2F3FeMgNO4S2.

XYZ file:
```
14
C2F3FeMgNO4S2 | the Open Molecules 2025 dataset | ωB97M-V with the def2-TZVPD basis set
O 2.713 0.149 -2.022
C 1.653 0.247 -2.601
O 0.994 1.205 -3.023
Mg -0.496 -0.839 -2.445
Fe 0.896 1.807 -0.687
N -0.873 -0.629 -0.563
S -1.431 1.003 -1.083
S 0.023 -0.623 0.734
O 0.942 0.575 0.793
O 0.630 -1.923 0.969
C -1.073 -0.296 2.219
F -1.478 0.961 2.224
F -2.117 -1.102 2.164
F -0.383 -0.536 3.320
```

Summary:
energy above the lowest of the compared OMol25 structures with the same formula, charge and spin = 105.2 kJ/mol
2S+1 = 6
highest occupied orbital energy (spin up / spin down) = -0.48716 / -0.49621 Eh
total charge = +1
orbital gap (spin up / spin down) = 7.517 / 6.769 eV
⟨S²⟩ = 8.76

***

The following is a DFT calculation (ωB97M-V with the def2-TZVPD basis set) of a molecular structure, C2F3FeNO3S.

XYZ file:
```
11
C2F3FeNO3S | the Open Molecules 2025 dataset | ωB97M-V with the def2-TZVPD basis set
N -0.010 1.837 0.365
S 0.638 0.646 1.096
C 1.926 0.049 -0.163
F 1.395 0.010 -1.373
F 2.325 -1.164 0.177
F 2.955 0.874 -0.155
O -2.369 -2.282 -0.565
C -2.360 -1.163 -0.315
O -2.532 -0.007 -0.179
O -0.168 -0.611 1.359
Fe -1.801 1.811 -0.247
```

Summary:
2S+1 = 6
highest occupied orbital energy (spin up / spin down) = -0.50358 / -0.54326 Eh
total charge = +1
orbital gap (spin up / spin down) = 7.653 / 7.569 eV
⟨S²⟩ = 8.76

***

The following is a DFT calculation (ωB97M-V with the def2-TZVPD basis set) of 2 unconnected molecules or ions with the total composition C2F3IO.

XYZ file:
```
7
C2F3IO | the Open Molecules 2025 dataset | ωB97M-V with the def2-TZVPD basis set
C 2.295 2.958 0.832
C 0.423 -0.678 -0.731
O 2.802 3.579 1.704
F 1.223 -1.694 -1.031
F -0.458 -0.952 0.249
F -0.154 -0.185 -1.854
I 2.879 1.327 -0.392
```

Summary:
energy above the lowest of the compared OMol25 structures with the same formula, charge and spin = 292.9 kJ/mol
highest occupied orbital energy (spin up / spin down) = -0.32238 / -0.34421 Eh
orbital gap (spin up / spin down) = 8.202 / 7.698 eV

***

The following is a DFT calculation (ωB97M-V with the def2-TZVPD basis set) of C2F3N in the gas phase.

XYZ file:
```
6
C2F3N | the Open Molecules 2025 dataset | ωB97M-V with the def2-TZVPD basis set
C -1.525 -0.061 0.539
C 0.910 0.013 -0.055
N -0.351 -0.061 0.080
F -2.444 0.069 -0.372
F 1.739 -1.014 -0.079
F 1.671 1.054 -0.114
```

Summary:
energy above the lowest of the compared OMol25 structures with the same formula, charge and spin = 237.1 kJ/mol
highest occupied orbital energy = -0.34327 Eh
orbital gap = 9.838 eV

***

The following is a DFT calculation (ωB97M-V with the def2-TZVPD basis set) of C2F3NO in the gas phase.

XYZ file:
```
7
C2F3NO | the Open Molecules 2025 dataset | ωB97M-V with the def2-TZVPD basis set
C 1.429 -0.712 -0.226
C -0.767 0.424 -0.006
N 2.507 -1.050 -0.148
O 0.333 -0.584 0.397
F -1.064 1.058 1.003
F -0.572 1.375 -0.825
F -1.865 -0.511 -0.195
```

Summary:
energy above the lowest of the compared OMol25 structures with the same formula, charge and spin = 244.7 kJ/mol
highest occupied orbital energy = -0.43043 Eh
orbital gap = 11.844 eV
SMILES = N#COC(F)(F)F

***

The following is a DFT calculation (ωB97M-V with the def2-TZVPD basis set) of a molecular structure, C2F3NO5RbS.

XYZ file:
```
13
C2F3NO5RbS | the Open Molecules 2025 dataset | ωB97M-V with the def2-TZVPD basis set
Rb -1.347 1.575 1.519
N 0.541 0.253 -1.829
S 1.760 0.025 -0.856
O 3.033 0.424 -1.479
O 1.490 0.481 0.549
C 2.090 -1.803 -0.534
F 2.283 -2.434 -1.690
F 1.047 -2.363 0.080
F 3.168 -1.986 0.228
O -0.663 0.345 -1.096
O -2.788 -0.863 0.143
C -2.334 -1.186 -0.921
O -2.331 -1.972 -1.797
```

Summary:
energy above the lowest of the compared OMol25 structures with the same formula, charge and spin = 51.4 kJ/mol
highest occupied orbital energy (spin up / spin down) = -0.08795 / -0.08796 Eh
total charge = -1
orbital gap (spin up / spin down) = 3.677 / 3.677 eV

***

Looking at electronic energy for the records above, in order, we have -149227.6612; -94982.8153; -30095.4270; -39374.9415; -21520.5662; -22743.8177; -22747.0039; -31155.8375; -22338.3987; -40943.6568; -21670.4370; -24646.9204; -31012.8103; -40078.0259; -81399.7292; -63070.7074; -20370.9654; -11713.3959; -13761.0505; -33443.7445 eV.